# 1
# C9H10IN

An isolated molecule of C9H10IN (the ωB97M-V functional and the def2-TZVPD basis, the Open Molecules 2025 dataset).

Each line ends with the Mulliken charge.
Atoms and positions in Å:
I -1.82920 -1.53092 3.86779  -0.1699
N -1.32895 -0.59713 1.57973  -0.4090
C 1.19406 -0.02947 -2.78065  -0.5683
C 1.47533 1.03605 -1.99041  -0.5087
C 0.37458 0.97731 2.36966  -1.2922
C 0.95706 1.18055 -0.74511  -0.3578
C 0.30207 0.10881 -0.08584  0.5816
C -2.35106 -0.72293 0.83320  -0.5362
C -0.30362 0.14609 1.33052  0.5403
C 0.09621 -1.07362 -0.87298  -0.2979
C 0.51798 -1.12568 -2.21162  -0.2990
H 1.50318 0.83754 2.05497  0.2866
H 1.59309 -0.18693 -3.71564  0.4301
H 0.26549 0.82478 3.41439  0.4247
H 2.13099 1.80514 -2.41523  0.3278
H -2.39098 -0.16627 -0.18063  0.3450
H 0.04813 2.03469 2.23206  0.2772
H -0.44084 -2.01020 -0.55732  0.2966
H 0.28397 -2.08872 -2.89472  0.2243
H -3.06752 -1.52432 1.01383  0.2810
H 0.97002 2.10522 -0.24601  0.4240

Atoms 1-2, force components in eV/Å:
I -0.03 -0.32 0.71
N -1.12 0.26 0.63

Summary:
relative energy (zero: lowest compared OMol25 entry of this formula, charge and spin) = 172.4 kJ/mol
HOMO-LUMO gap (spin up / spin down) = 7.2177 / 6.4989 eV
HOMO (spin up / spin down) = -7.996 / -7.469 eV

***

# 2
# C9H10INS

A cluster of 2 separate species, C9H10INS in total (the ωB97M-V functional and the def2-TZVPD basis, the Open Molecules 2025 dataset).

Each line ends with the Mulliken charge.
Atoms and positions in Å:
I -1.89292 -0.61810 4.36100  -0.1014
S 2.28482 -1.08509 -0.27453  -0.2254
N 0.48176 -0.61061 1.54169  -0.2775
C 0.54300 0.59044 -1.82732  -0.5065
C -1.13622 0.71672 0.44410  -0.6231
C 2.24300 -1.99731 2.52601  -1.0990
C -1.57790 1.12244 -0.79035  -0.6548
C -1.20185 1.50780 -3.24241  -1.3970
C 0.95163 0.01367 -0.65607  0.3499
C 1.63674 -1.18682 1.38835  0.4741
C -0.76338 0.97836 -1.94312  0.9136
C 0.11461 0.10041 0.44847  0.3871
H -1.87640 0.64927 1.21748  0.0166
H -1.42135 0.70945 -3.95449  0.2938
H 2.06045 -1.36478 3.35677  0.3222
H -2.14402 2.02092 -3.17732  0.3715
H -0.41164 2.13780 -3.70695  0.3411
H 3.24784 -2.11715 2.43674  0.4357
H -2.54758 1.60481 -0.86011  0.2952
H 1.22685 0.53187 -2.68692  0.3529
H 1.85526 -3.03763 2.64667  0.2555
H -1.67268 -0.66646 2.75233  0.0754

Atoms 1-2, force components in eV/Å:
I -0.06 -0.02 -0.29
S -0.52 0.97 0.79

Summary:
relative energy (zero: lowest compared OMol25 entry of this formula, charge and spin) = 0.0 kJ/mol
HOMO-LUMO gap = 9.2121 eV
HOMO = -8.588 eV

***

# 3
# C9H10InN2O4S

A structure of composition C9H10InN2O4S (the ωB97M-V functional and the def2-TZVPD basis, the Open Molecules 2025 dataset).

Each line ends with the Mulliken charge.
Atoms and positions in Å:
In 1.18708 -0.88570 0.40329  0.9588
S -1.18076 -0.46730 1.61714  -0.1024
O 2.57788 1.95781 1.96407  -0.0038
O -0.09327 -3.80089 -1.12869  0.0009
O 1.28605 -2.60609 3.51301  -0.0095
O 0.74627 0.91634 -2.57175  -0.0129
N -2.58812 0.34861 -0.62401  -0.0257
N -1.79084 1.98490 0.50138  -0.0325
C -1.79423 0.63816 0.42503  0.1217
C 2.19301 1.01769 1.44136  0.1910
C 1.34441 -2.08512 2.49478  0.1529
C 0.94064 0.31236 -1.62539  0.2123
C 3.50399 -1.96603 0.40725  -0.6044
C -3.39876 1.46676 -1.08439  -0.4074
C 0.38530 -2.88052 -0.65262  0.1990
C -2.83725 2.62447 -0.28280  -0.4029
C 3.40086 -1.27587 -0.78828  -0.5869
H 3.92925 -1.50599 1.31995  0.4295
H 3.73273 -0.22451 -0.89438  0.4355
H -1.31353 2.43521 1.22697  0.2078
H -4.46229 1.30051 -0.88263  0.3152
H 3.02401 -1.75183 -1.71464  0.4370
H -3.59619 3.08584 0.35831  0.3063
H -3.25221 1.58728 -2.15631  0.2944
H 3.22088 -3.03223 0.49979  0.4275
H -2.38546 3.39024 -0.91051  0.3058
H -2.77946 -0.58408 -0.85592  0.1929

Atoms 1-2, force components in eV/Å:
In -1.24 -0.08 1.05
S 1.86 -0.11 -1.31

Summary:
net charge = +3
HOMO-LUMO gap = 7.2790 eV
HOMO = -19.634 eV

***

# 4
# C9H10MgO4S

A structure of composition C9H10MgO4S (the ωB97M-V functional and the def2-TZVPD basis, the Open Molecules 2025 dataset).

Each line ends with the Mulliken charge.
Atoms and positions in Å:
S 1.40007 -2.50634 -1.07084  1.0850
Mg -2.79182 1.62775 -1.13185  1.3356
O 1.17894 -2.79641 0.54784  -0.2797
O 1.52313 -3.81480 -1.65662  -0.5361
O -0.10643 -1.92006 -1.51727  -0.4150
O 2.50957 -1.66687 -1.46766  -0.4921
C -0.94500 -1.70265 -0.35348  -0.1540
C -0.69172 1.35389 1.40291  -0.4150
C 1.33791 2.27802 -0.65601  -0.6481
C 1.31628 2.78456 0.73004  -0.3586
C -1.69216 -0.30718 -0.40171  -0.6913
C -0.64474 0.83262 0.00748  0.7868
C 0.33387 1.27239 -1.00307  -0.3730
C 0.32681 2.35279 1.73281  -0.4865
C 0.01849 -1.97918 0.86121  -0.4247
H -1.43833 0.98681 2.14163  0.4359
H -0.61287 -2.41111 1.68710  0.3770
H 0.29791 0.81408 -2.02066  0.4013
H -1.62522 -2.60143 -0.35529  0.4998
H 0.32137 2.74741 2.78036  0.4266
H 0.49398 -1.10361 1.39253  0.2722
H -2.06620 -0.08970 -1.47742  0.3276
H 2.08599 3.54796 0.98593  0.4236
H -2.62683 -0.31434 0.24540  0.4597
H 2.09701 2.61540 -1.40336  0.4429

Atoms 1-2, force components in eV/Å:
S 3.18 -4.12 -2.81
Mg 1.39 0.30 0.77

Summary:
net charge = +2
HOMO-LUMO gap = 4.2863 eV
HOMO = -16.331 eV

***

# 5
# C9H10N2O

A structure of composition C9H10N2O (the ωB97M-V functional and the def2-TZVPD basis, the Open Molecules 2025 dataset).

Each line ends with the Mulliken charge.
Atoms and positions in Å:
O 1.25755 -0.05986 -0.38286  -0.3558
N -3.18397 -0.29014 -0.23591  -0.5077
N -0.78977 -0.82600 0.75823  -0.7089
C 1.92068 -1.91180 0.61964  -0.3956
C -2.04476 1.74126 -1.34835  -0.6704
C -0.79897 0.36159 -0.02978  0.9094
C 0.52000 -1.10880 0.39063  0.1900
C -2.11758 0.77818 -0.27972  0.2394
C 0.35909 2.04047 -1.28554  -0.5525
C 2.53437 -1.64990 2.02230  -0.7543
C 0.30847 0.83858 -0.71092  0.2373
C -0.93583 2.57002 -1.68922  -0.4414
H -2.98739 2.17630 -1.75907  0.2268
H 2.85172 -0.42057 2.34630  0.2531
H 1.90141 -2.16085 3.16884  0.2616
H -4.20381 0.03448 -0.12629  0.2563
H 1.67195 -3.24432 0.26518  0.2885
H 1.30250 2.64433 -1.19945  0.3176
H 2.50393 -1.60580 -0.49790  0.2752
H 3.65259 -2.37667 1.77822  0.2291
H -0.93433 3.56327 -1.99486  0.4428
H -2.78786 -1.09378 0.19052  0.2594

Atoms 1-2, force components in eV/Å:
O -1.70 -0.77 0.65
N -0.12 4.46 -0.36

Summary:
relative energy (zero: lowest compared OMol25 entry of this formula, charge and spin) = 904.7 kJ/mol
HOMO-LUMO gap = 8.4746 eV
HOMO = -8.001 eV

***

# 6
# C9H10N2O4SSr

A structure of composition C9H10N2O4SSr (the ωB97M-V functional and the def2-TZVPD basis, the Open Molecules 2025 dataset).

Each line ends with the Mulliken charge.
Atoms and positions in Å:
Sr -0.00305 -0.02618 -0.00506  2.0553
S -0.18414 -1.06897 2.68276  -0.3667
O -0.16410 -3.39131 0.09178  0.0672
O 0.15794 3.37455 0.38983  0.0566
O -3.39354 0.16367 -0.03991  0.0663
O 3.39424 -0.16241 0.03686  0.0592
N -0.78898 1.10650 4.33584  -0.1110
N 1.32257 0.68496 4.26126  -0.1118
C -0.10736 -2.25656 0.00150  -0.2431
C -0.24476 2.03812 5.32720  -0.4137
C 1.24694 1.74342 5.27358  -0.4084
C 0.10548 2.24497 0.20835  -0.1699
C -0.03166 -0.67258 -5.19763  -0.5107
C 0.03246 0.67582 -5.14042  -0.5356
C 2.25027 -0.10958 -0.00681  -0.1944
C 0.14061 0.35566 3.77932  0.2654
C -2.24920 0.10583 -0.05640  -0.1962
H 1.61507 1.37531 6.21351  0.3060
H 0.87576 -1.28543 -5.28992  0.2660
H -1.78785 1.00672 4.17108  0.2111
H 1.82176 2.58924 4.93435  0.2916
H -0.87312 1.29446 -5.20475  0.2701
H -0.47831 3.04696 5.02336  0.2861
H 0.99452 1.20471 -5.18443  0.2715
H -0.66121 1.82091 6.29696  0.3081
H 2.19280 0.21482 4.02916  0.2160
H -0.99164 -1.19564 -5.31036  0.2650

Atoms 1-2, force components in eV/Å:
Sr 0.01 0.27 -0.39
S 0.44 1.94 0.85

Summary:
net charge = +2
HOMO-LUMO gap = 5.7888 eV
HOMO = -14.961 eV

***

For the records above, the corresponding max |F| values read 3.42; 3.12; 4.92; 5.91; 8.80; 9.12 eV/A.